Record 1
Formula: C39H93N2O6P
Source: the Open Molecules 2025 dataset
Level of theory: the ωB97M-V functional and the def2-TZVPD basis

Values from the calculation:
max |F|: 5.90 eV/Å
LUMO: 0.218 eV
Kohn-Sham gap: 9.6 eV
E_tot: -2443.95809 Eh

```
! wB97M-V def2-TZVPD RIJCOSX def2/J DEFGRID3
* xyz 0 1
H -12.102 -4.687 -3.707
C -2.831 -6.724 0.311
H -13.113 -3.912 -4.931
C 9.721 -2.956 5.448
C 0.342 0.553 3.398
H 0.642 -8.672 -1.581
H -7.899 -4.852 -7.418
C 5.598 -3.626 -2.581
H 1.073 -1.322 4.488
C -0.137 -8.265 -2.227
C -3.716 -5.890 -0.578
H 12.839 -3.853 6.307
H -1.907 -9.077 -1.237
H 7.141 6.717 -0.819
C -6.054 5.710 -5.992
H 6.221 6.103 -2.992
H -0.466 -2.764 -5.711
C -4.958 -5.628 0.206
H -0.866 -6.196 -0.458
H 1.392 4.549 11.091
H -5.700 5.214 -3.342
H -1.076 5.151 10.437
H 11.225 -3.654 4.430
H 6.031 -2.982 -3.346
H 5.414 3.426 -0.751
H -4.839 -5.041 1.117
H -12.012 -5.120 -5.400
H -6.995 4.062 -5.595
H -9.178 -0.678 -4.056
H -0.443 0.113 1.395
H 2.163 -0.679 3.269
H 0.649 1.935 11.193
C -0.788 2.103 1.677
H 8.521 8.105 -2.496
N 10.928 -3.495 5.382
H 0.335 3.203 8.576
H -0.094 6.296 8.719
H 6.279 -4.475 -2.635
H -5.616 -4.989 -0.381
C -1.453 2.029 0.277
H -3.180 1.047 -0.650
H -2.224 -7.726 -2.241
H 7.838 9.486 -3.404
H -0.924 -2.171 -4.111
H 4.539 -4.811 -3.940
H 1.494 -1.123 -3.998
H -4.066 -6.395 -1.478
H -5.752 5.931 -8.175
C 5.719 3.864 -1.701
H 3.470 -4.660 -2.654
C 1.292 -1.840 -4.794
C 5.455 6.342 -2.254
H -7.763 -1.384 -3.685
H -0.630 -0.998 -5.370
O -9.815 -3.935 -7.038
H 0.156 -7.228 -2.392
H -0.081 2.352 12.728
H 9.093 -3.508 3.480
C 4.754 5.069 -1.843
C -6.696 5.007 -3.732
H 5.658 9.042 -2.404
C 1.112 -0.799 3.532
C 9.082 -2.626 4.120
H 11.304 -4.238 7.305
C -1.391 -7.129 -0.254
O -8.773 -2.342 -5.297
C 6.504 8.569 -1.905
H 5.602 -3.104 -1.624
H -9.251 -5.516 -8.248
H -3.308 -7.574 0.798
H -1.286 3.333 10.626
H 0.944 4.413 6.615
H 1.648 2.580 12.640
H 8.075 -2.233 4.259
C -0.206 4.098 8.883
C -2.788 1.127 0.364
H 9.768 -2.002 3.546
H -3.163 -4.970 -0.765
C 1.932 -3.162 -4.149
C -8.745 -1.678 -4.057
H 1.084 1.010 1.358
H -0.669 0.437 3.788
O 9.161 -2.882 6.502
H -7.391 5.825 -3.542
C -1.501 -8.106 -1.519
C -12.109 -4.276 -4.717
H 11.787 -5.090 5.973
H 0.915 1.420 3.726
H -7.362 6.434 -7.494
H 4.203 5.409 -0.966
H -0.785 -7.649 0.488
C 0.601 5.406 6.904
H 5.632 3.150 -2.520
H 3.418 -2.215 -3.002
H 0.749 -1.455 2.741
C 7.624 8.513 -2.962
H 1.440 5.529 8.909
H -0.829 1.583 -0.498
P -9.597 -3.785 -5.440
C 0.128 0.910 1.872
N -6.492 4.831 -5.176
C 4.246 -4.096 -3.172
H -6.948 4.098 -3.185
H 7.374 7.937 -3.853
H 3.913 4.859 -2.505
H 1.409 -3.357 -3.213
C 0.466 5.405 8.435
H 1.241 6.211 6.543
H -3.487 1.565 1.077
H -0.367 5.584 6.435
C 6.230 7.178 -1.200
C -8.829 -4.569 -7.912
H 5.677 7.390 -0.284
C 0.733 2.605 12.049
C 0.485 4.087 11.479
H -2.547 -6.166 1.203
C 3.422 -2.950 -3.808
C -0.308 -1.965 -4.986
C 11.769 -4.063 6.335
O -8.997 -5.023 -4.834
H -2.670 0.058 0.537
H 1.715 -4.071 -4.712
O -11.056 -3.334 -4.778
H 6.798 3.998 -1.623
H -1.635 2.217 2.354
H -1.722 3.046 -0.009
H -8.521 -3.875 -8.694
H 2.007 -1.574 -5.574
H 4.006 -2.610 -4.663
H -0.345 -8.782 -3.163
H -5.609 -6.489 0.358
H 0.185 4.831 12.216
H -0.148 2.974 1.823
O -5.449 6.690 -5.518
H -1.132 3.971 8.321
C -6.539 5.721 -7.451
H -9.057 -2.370 -3.275
H 4.719 6.836 -2.889
H 6.885 9.266 -1.159
H -6.973 4.761 -7.733
C -0.620 4.162 10.387
*
```



Record 2
Formula: C4H10NOS
Source: the Open Molecules 2025 dataset
Level of theory: the ωB97M-V functional and the def2-TZVPD basis

Values from the calculation:
max |F|: 3.88 eV/Å
LUMO: -3.333 eV
energy above the lowest of the compared OMol25 structures with the same formula, charge and spin: 50.13 kcal/mol
Kohn-Sham gap: 10.8 eV
E_tot: -686.29111 Eh

```
! wB97M-V def2-TZVPD RIJCOSX def2/J DEFGRID3
* xyz 1 1
N 0.045 -0.460 1.258
H 1.710 -1.261 -0.804
C 1.340 0.221 0.681
C -0.178 -0.198 -1.224
C 1.319 -0.250 -0.772
H -0.146 0.071 2.133
O -1.322 1.413 0.411
H -1.423 1.843 -0.457
H -2.953 0.072 0.415
H 2.303 -0.048 1.137
H 0.255 -1.429 1.509
H -0.462 -1.061 -1.809
H 1.955 0.339 -1.375
S -2.490 -1.070 0.000
H -0.160 0.680 -1.929
C -0.970 -0.160 0.061
H 1.176 1.298 0.765
*
```



Record 3
Formula: C2H3NOS2
Source: the Open Molecules 2025 dataset
Level of theory: the ωB97M-V functional and the def2-TZVPD basis

Values from the calculation:
max |F|: 2.03 eV/Å
LUMO: -1.270 eV
energy above the lowest of the compared OMol25 structures with the same formula, charge and spin: 60.89 kcal/mol
Kohn-Sham gap: 8.0 eV
E_tot: -1004.29050 Eh

```
! wB97M-V def2-TZVPD RIJCOSX def2/J DEFGRID3
* xyz 0 1
O 0.049 1.606 -0.037
S 2.561 0.151 -0.003
C 1.023 -0.517 -0.156
C -1.314 -0.374 0.112
H 1.004 1.727 0.150
H 0.751 -1.565 -0.274
S -2.812 0.220 -0.056
H -1.159 -1.487 0.343
N -0.103 0.239 -0.078
*
```



Record 4
Formula: C4H5NO
Source: the Open Molecules 2025 dataset
Level of theory: the ωB97M-V functional and the def2-TZVPD basis

Values from the calculation:
max |F|: 2.09 eV/Å
LUMO: 0.580 eV
energy above the lowest of the compared OMol25 structures with the same formula, charge and spin: 74.69 kcal/mol
Kohn-Sham gap: 10.9 eV
E_tot: -285.29556 Eh

```
! wB97M-V def2-TZVPD RIJCOSX def2/J DEFGRID3
* xyz 0 1
O 0.731 0.158 1.177
C -0.244 0.539 0.275
H -2.067 -0.500 0.501
H 1.555 1.546 -0.639
H -1.768 0.212 -1.107
N 1.803 -1.728 -0.112
H -0.545 1.528 0.596
C 1.109 0.593 -0.285
C 1.692 -0.691 -0.619
C -1.318 -0.340 -0.272
H -0.940 -1.302 -0.631
*
```